Entry 1:
C31H89FN2O23S | wB97M-V/def2-TZVPD

Summary:
F_max in eV/A: 1.8
Frontier orbital gap in eV: 7.827
Electronic energy in eV: -97215.383

Geometry as ORCA input:
```
! wB97M-V def2-TZVPD RIJCOSX def2/J DEFGRID3
* xyz 0 1
C 2.103 2.633 0.234
C 1.111 1.735 1.006
N 1.180 0.282 0.751
C 0.598 -0.054 -0.513
C -0.778 -0.296 -0.516
C -1.442 -0.656 -1.676
C -0.751 -0.803 -2.871
C 0.617 -0.545 -2.884
C 1.363 -0.678 -4.219
C 0.933 0.535 -5.128
C 1.010 1.921 -4.381
C -0.348 2.491 -3.921
C -0.267 4.005 -3.527
C -1.420 4.262 -2.501
C -1.346 5.654 -1.842
O -0.327 5.780 -0.855
C -0.773 5.328 0.416
C 1.283 -0.187 -1.720
S 3.054 0.113 -1.684
C 3.439 -0.477 -0.036
C 4.658 -1.099 0.215
C 4.890 -1.567 1.487
F 6.080 -2.177 1.732
C 3.968 -1.445 2.507
C 4.254 -2.023 3.901
N 4.890 -1.029 4.785
C 4.146 -0.771 6.028
C 2.750 -0.807 2.261
C 1.711 -0.641 3.351
C 0.656 -1.823 3.345
C -0.793 -1.284 3.173
C -1.778 -2.191 3.994
C -2.880 -2.736 3.038
C -4.026 -1.731 2.797
O -4.479 -1.707 1.434
C -4.537 -0.377 0.956
C 2.472 -0.314 0.959
H 3.153 2.336 0.311
H 2.030 3.632 0.691
H 1.771 2.774 -0.805
H 0.106 2.092 0.736
H 1.216 1.974 2.077
H -1.319 -0.209 0.423
H -2.513 -0.853 -1.627
H -1.257 -1.114 -3.787
H 2.438 -0.634 -4.000
H 1.056 -1.612 -4.706
H 1.520 0.538 -6.051
H -0.127 0.376 -5.371
H 1.732 1.844 -3.555
H 1.431 2.634 -5.114
H -1.089 2.324 -4.719
H -0.677 1.981 -3.006
H 0.667 4.184 -2.970
H -0.397 4.668 -4.392
H -2.358 4.086 -3.041
H -1.385 3.517 -1.685
H -2.313 5.847 -1.331
H -1.211 6.406 -2.634
H -1.636 4.645 0.364
H 0.057 4.813 0.904
H -1.059 6.164 1.080
H 5.376 -1.216 -0.605
H 4.887 -2.915 3.757
H 3.295 -2.405 4.283
H 5.805 -1.413 4.990
H 3.703 0.234 5.961
H 3.321 -1.478 6.217
H 4.822 -0.806 6.892
H 2.164 -0.525 4.344
H 1.120 0.267 3.198
H 0.799 -2.392 4.272
H 0.887 -2.415 2.447
H -0.894 -0.225 3.473
H -1.059 -1.366 2.114
H -1.223 -3.057 4.381
H -2.202 -1.667 4.865
H -2.383 -3.059 2.111
H -3.278 -3.653 3.505
H -4.890 -2.028 3.410
H -3.707 -0.722 3.096
H -4.861 -0.384 -0.091
H -5.236 0.245 1.549
H -3.536 0.091 1.040
O -4.288 2.884 -2.866
H -4.672 3.265 -2.070
H -4.640 3.428 -3.579
O 0.173 -0.762 -7.521
H 0.347 -0.953 -8.447
H -0.512 -1.398 -7.277
O -0.534 -3.764 -5.974
H 0.424 -3.813 -5.880
H -0.870 -3.977 -5.093
O -4.791 -0.023 5.513
H -5.641 -0.247 5.918
H -4.977 0.779 5.013
O -1.443 -5.385 -8.520
H -0.842 -5.106 -7.815
H -2.317 -5.244 -8.146
O 1.084 -6.350 -6.625
H 1.259 -6.544 -7.552
H 0.399 -6.985 -6.377
O -2.337 1.649 3.858
H -2.238 1.508 2.908
H -3.000 1.001 4.125
O -2.911 8.693 -1.950
H -2.310 8.101 -1.484
H -2.475 9.550 -1.912
O 7.220 1.557 0.193
H 7.365 1.405 -0.749
H 6.569 0.891 0.438
O 2.440 5.652 -0.495
H 1.564 5.935 -0.201
H 2.943 6.469 -0.565
O -0.383 4.846 3.235
H -0.894 4.236 3.786
H -0.373 5.667 3.737
O 3.519 -4.922 0.491
H 4.197 -5.481 0.884
H 3.876 -4.029 0.570
O 5.731 3.964 -0.190
H 6.327 4.655 -0.492
H 6.318 3.283 0.175
O -2.182 -1.431 -8.534
H -2.774 -1.997 -9.041
H -2.572 -0.553 -8.603
O 7.829 -1.696 -1.659
H 7.829 -2.105 -0.787
H 7.671 -2.434 -2.262
O -3.039 -3.652 -4.320
H -3.441 -3.307 -3.515
H -3.418 -3.113 -5.024
O -7.063 -0.056 7.610
H -7.473 -0.696 8.209
H -7.029 0.757 8.123
O 5.848 -3.273 -2.710
H 4.996 -3.558 -2.358
H 5.642 -2.464 -3.192
O -7.860 -2.126 9.691
H -8.431 -2.886 9.541
H -7.729 -2.108 10.651
O -7.304 -1.571 12.451
H -6.637 -1.326 13.100
H -8.142 -1.413 12.901
O 0.277 -7.420 -4.183
H 0.912 -6.761 -4.489
H 0.822 -8.091 -3.761
*
```

---

Entry 2:
C31H92N16O12 | wB97M-V/def2-TZVPD

Summary:
Energy relative to the best compared isomer or geometry (same formula, charge and spin) in kJ/mol: 233.5
F_max in eV/A: 6.7
Frontier orbital gap in eV: 8.807
Electronic energy in eV: -82044.780

Geometry as ORCA input:
```
! wB97M-V def2-TZVPD RIJCOSX def2/J DEFGRID3
* xyz 0 1
C 0.896 0.173 -1.502
O 1.375 1.469 -1.176
C 0.502 2.193 -0.371
C 0.089 1.449 0.951
C -0.814 2.316 1.783
N 1.179 1.222 1.865
H 0.743 -0.549 -0.700
H 1.628 -0.201 -2.217
H -0.066 0.325 -1.992
H 0.871 3.206 -0.211
H -0.449 2.465 -0.829
H -0.401 0.533 0.619
H -0.315 3.257 2.019
H -1.318 1.833 2.620
H -1.623 2.659 1.139
H 1.864 0.854 1.221
H 1.486 2.178 1.977
C 3.625 8.902 -8.704
O 4.022 7.652 -8.326
C 4.312 7.509 -6.936
C 4.581 6.066 -6.381
C 3.302 5.259 -6.694
N 4.740 5.764 -4.929
H 3.147 8.870 -9.683
H 4.443 9.606 -8.859
H 2.802 9.324 -8.127
H 5.185 8.091 -6.639
H 3.422 7.940 -6.476
H 5.367 5.598 -6.973
H 2.468 5.786 -6.230
H 3.236 4.227 -6.348
H 3.022 5.330 -7.745
H 5.499 6.312 -4.549
H 3.814 5.946 -4.570
C 4.325 -8.696 -5.786
O 4.314 -7.717 -6.946
C 3.185 -7.754 -7.732
C 2.387 -6.439 -7.594
C 2.169 -6.082 -6.151
N 1.056 -6.449 -8.334
H 5.316 -8.618 -5.338
H 4.130 -9.718 -6.108
H 3.531 -8.282 -5.165
H 3.511 -7.764 -8.772
H 2.540 -8.610 -7.536
H 3.022 -5.690 -8.066
H 3.097 -5.980 -5.588
H 1.582 -6.891 -5.716
H 1.609 -5.149 -6.207
H 1.158 -6.417 -9.339
H 0.478 -7.276 -8.284
C 3.598 -4.550 2.203
O 4.819 -4.038 2.693
C 4.818 -3.978 4.073
C 6.246 -3.620 4.617
C 6.528 -4.062 6.028
N 6.473 -2.188 4.491
H 2.710 -3.921 2.271
H 3.119 -5.364 2.748
H 3.754 -4.792 1.152
H 4.050 -3.269 4.383
H 4.399 -4.911 4.451
H 6.957 -4.246 4.079
H 5.718 -3.668 6.643
H 7.497 -3.716 6.389
H 6.459 -5.136 6.197
H 5.624 -1.652 4.377
H 7.081 -2.077 3.693
C -6.006 -7.810 -0.872
O -4.970 -6.875 -0.764
C -5.376 -5.591 -0.231
C -5.311 -4.608 -1.392
C -3.839 -4.428 -1.988
N -5.831 -3.331 -0.979
H -5.561 -8.589 -1.490
H -6.896 -7.603 -1.466
H -6.287 -8.166 0.120
H -6.349 -5.480 0.247
H -4.716 -5.335 0.599
H -6.012 -4.962 -2.148
H -3.137 -3.955 -1.302
H -3.827 -3.757 -2.847
H -3.476 -5.295 -2.541
H -6.808 -3.222 -1.214
H -5.331 -2.680 -1.568
C -3.280 -3.236 9.662
O -3.265 -3.047 8.325
C -3.713 -1.728 7.890
C -3.007 -1.260 6.547
C -3.056 -2.317 5.460
N -1.652 -0.989 6.875
H -2.611 -2.494 10.098
H -2.934 -4.193 10.053
H -4.322 -3.066 9.934
H -4.794 -1.645 7.776
H -3.470 -0.997 8.662
H -3.577 -0.354 6.342
H -4.044 -2.758 5.328
H -2.309 -3.060 5.743
H -2.670 -1.965 4.503
H -1.145 -0.929 6.004
H -1.318 -1.824 7.335
N -6.735 2.631 2.950
C -6.723 3.752 3.614
N -7.249 3.571 4.853
O -6.271 4.830 3.157
H -6.700 2.735 1.946
H -7.164 1.854 3.432
H -7.602 4.339 5.406
H -7.672 2.713 5.177
N -2.721 7.731 -0.473
C -3.704 8.183 -1.148
N -4.793 7.642 -0.776
O -3.507 8.921 -2.063
H -2.823 7.333 0.450
H -1.828 7.930 -0.900
H -5.632 7.928 -1.260
H -4.857 7.142 0.099
N -2.473 4.089 7.873
C -3.299 4.269 8.867
N -3.695 5.523 8.848
O -3.637 3.403 9.635
H -1.971 3.246 7.635
H -2.229 4.812 7.212
H -4.367 5.710 9.579
H -3.555 6.164 8.080
N 4.115 6.290 1.036
C 4.017 5.856 2.249
N 3.124 6.501 2.896
O 4.457 4.792 2.726
H 3.405 6.960 0.778
H 4.477 5.697 0.303
H 2.859 7.402 2.524
H 2.898 6.161 3.820
N 6.544 -2.633 -1.083
C 6.328 -3.188 -2.216
N 6.510 -4.516 -2.214
O 5.960 -2.602 -3.186
H 6.218 -3.118 -0.259
H 6.404 -1.633 -1.107
H 6.364 -4.993 -3.092
H 7.295 -4.845 -1.672
C -3.638 3.240 -4.643
C -4.812 2.609 -3.909
O -4.791 1.239 -4.113
H -2.772 2.583 -4.555
H -3.416 4.243 -4.278
H -3.874 3.359 -5.700
H -5.822 2.934 -4.160
H -4.787 2.736 -2.827
H -4.856 1.183 -5.070
*
```

---

Entry 3:
C32H102N6O16 | wB97M-V/def2-TZVPD

Summary:
F_max in eV/A: 2.4
Frontier orbital gap in eV: 9.225
Electronic energy in eV: -76535.866

Geometry as ORCA input:
```
! wB97M-V def2-TZVPD RIJCOSX def2/J DEFGRID3
* xyz 0 1
O 2.725 -1.732 -1.421
H 3.415 -1.859 -0.758
H 2.122 -0.994 -1.053
O 0.574 5.246 0.064
H -0.350 4.895 0.117
H 0.552 6.085 0.544
O -3.419 -1.274 3.604
H -3.016 -1.422 4.468
H -2.852 -1.787 2.959
O 1.000 -3.013 -6.085
H 0.275 -3.625 -5.812
H 0.555 -2.256 -6.526
O -1.685 -2.691 1.879
H -1.207 -2.523 0.982
H -1.294 -3.519 2.267
O 2.918 -2.218 -4.182
H 2.111 -2.527 -4.660
H 2.753 -1.969 -3.218
C -2.504 2.081 4.706
C -1.689 2.158 3.444
O -2.444 2.750 2.375
H -3.264 1.306 4.594
H -2.997 3.024 4.947
H -1.864 1.856 5.562
H -1.356 1.156 3.153
H -0.807 2.782 3.584
H -3.240 2.219 2.222
C 4.978 4.276 -1.838
C 3.957 4.677 -0.785
O 2.937 5.463 -1.402
H 5.518 3.363 -1.592
H 5.673 5.101 -1.985
H 4.462 4.115 -2.786
H 4.491 5.290 -0.045
H 3.440 3.847 -0.290
H 2.088 5.293 -0.949
C 3.983 5.194 3.255
C 4.862 4.019 2.888
O 6.168 4.509 2.596
H 2.919 4.969 3.284
H 4.087 6.015 2.540
H 4.298 5.590 4.225
H 4.507 3.547 1.964
H 4.843 3.317 3.731
H 6.703 3.750 2.342
C -2.044 4.341 -2.232
C -2.509 3.570 -1.012
O -2.177 4.307 0.156
H -1.986 3.708 -3.118
H -1.053 4.773 -2.095
H -2.737 5.157 -2.443
H -2.066 2.564 -1.029
H -3.598 3.445 -1.099
H -2.272 3.726 0.959
C -2.430 -1.587 -1.264
C -0.942 -1.374 -1.281
C -0.534 -0.121 -0.588
O 0.852 0.060 -0.603
C 1.197 1.149 0.191
N -0.236 -2.540 -0.674
H -2.997 -0.944 -1.936
H -2.917 -1.504 -0.290
H -2.606 -2.630 -1.550
H -0.606 -1.304 -2.326
H -0.935 -0.114 0.439
H -1.016 0.749 -1.059
H 0.759 2.087 -0.190
H 2.263 1.368 0.212
H 0.793 0.984 1.193
H -0.352 -3.319 -1.326
H 0.781 -2.419 -0.742
C 1.850 -3.368 2.600
C 1.104 -3.660 3.928
C 0.355 -4.969 3.939
O -0.452 -5.071 2.800
C -1.283 -6.212 2.796
N 2.142 -3.583 5.022
H 2.378 -2.424 2.701
H 1.131 -3.265 1.784
H 2.581 -4.159 2.403
H 0.469 -2.777 4.068
H -0.332 -4.945 4.807
H 1.049 -5.803 4.113
H -1.977 -6.135 3.649
H -0.764 -7.172 2.899
H -1.861 -6.233 1.883
H 1.686 -3.844 5.912
H 2.802 -4.362 4.896
C 0.657 -6.447 -5.884
C -0.245 -6.016 -4.743
C 0.435 -5.661 -3.440
O 1.002 -6.863 -2.922
C 1.808 -6.593 -1.835
N -1.068 -4.820 -5.206
H 1.143 -5.635 -6.414
H 0.044 -7.018 -6.591
H 1.378 -7.172 -5.502
H -0.951 -6.845 -4.569
H -0.340 -5.343 -2.732
H 1.266 -4.980 -3.668
H 1.306 -6.030 -1.032
H 2.692 -5.996 -2.111
H 2.183 -7.512 -1.387
H -1.624 -5.190 -5.981
H -1.751 -4.550 -4.498
C 1.035 1.561 -5.910
C 1.777 0.470 -6.684
C 0.912 -0.018 -7.812
O -0.238 -0.671 -7.295
C -1.201 -0.867 -8.299
N 3.081 0.932 -7.222
H 0.112 1.146 -5.494
H 0.774 2.394 -6.568
H 1.631 1.887 -5.054
H 2.022 -0.346 -5.990
H 1.455 -0.698 -8.485
H 0.628 0.860 -8.417
H -0.788 -1.381 -9.172
H -1.641 0.094 -8.594
H -2.014 -1.464 -7.885
H 3.313 1.853 -6.851
H 3.074 1.108 -8.228
C -5.156 -3.104 1.040
C -6.216 -2.050 1.193
C -6.348 -1.134 0.003
O -5.309 -0.206 -0.092
C -5.420 0.663 -1.151
N -7.505 -2.668 1.471
H -4.164 -2.665 0.917
H -5.396 -3.861 0.291
H -5.058 -3.653 1.988
H -5.924 -1.423 2.049
H -7.309 -0.589 -0.014
H -6.407 -1.781 -0.898
H -6.248 1.383 -1.067
H -5.461 0.184 -2.139
H -4.522 1.285 -1.186
H -8.238 -1.957 1.472
H -7.473 -2.950 2.451
C 2.689 5.317 8.350
C 2.188 6.005 7.109
C 0.959 5.360 6.500
O 1.023 3.926 6.502
C 1.929 3.405 5.570
N 1.870 7.416 7.504
H 3.613 5.793 8.684
H 2.932 4.261 8.195
H 1.947 5.312 9.148
H 3.011 6.077 6.384
H 0.898 5.640 5.426
H 0.032 5.707 6.956
H 1.645 3.607 4.530
H 1.847 2.321 5.667
H 2.946 3.759 5.749
H 2.734 7.861 7.806
H 1.591 7.933 6.667
*
```

---

| no. | HOMO (eV) | LUMO (eV) |
| --- | --- | --- |
| 1 | -7.617 | 0.21 |
| 2 | -8.909 | -0.10 |
| 3 | -8.948 | 0.28 |